<i>
Below is a cluster of 2 separate species, C9H16N3O in total, with properties calculated with the ωB97M-V functional and the def2-TZVPD basis.

Each line ends with the Mulliken charge.
Element x y z (Å)
C (-0.88204, -1.33077, -2.34081)  -0.990
C (-2.51530, -0.93437, -0.51265)  0.671
N (-1.35993, -0.70218, -1.08368)  -0.080
N (-3.36405, -1.88522, -0.97555)  -0.436
N (-2.59409, -0.41575, 0.75052)  -0.375
H (-0.64198, -0.20111, -0.56915)  0.095
H (-3.59233, -1.79464, -1.96269)  0.290
H (-4.23094, -2.02769, -0.46922)  0.271
H (-2.40719, 0.55940, 0.92602)  0.234
H (-3.10519, -0.85443, 1.49903)  0.214
H (-1.54598, -1.04599, -3.17500)  0.383
H (-0.76267, -2.40257, -2.12485)  0.379
H (0.08276, -0.94832, -2.69688)  0.289
C (2.88840, -0.54386, -0.77097)  -1.247
C (0.63507, 1.87636, 1.86548)  0.396
C (0.45753, 0.49752, 1.91718)  -0.149
C (1.74464, 2.45489, 1.22260)  -0.577
C (1.24596, -0.29120, 1.05782)  -0.966
C (2.53022, 1.66269, 0.39802)  -0.545
C (2.25256, 0.30809, 0.28494)  0.871
O (-0.35898, 2.59971, 2.48168)  -0.512
H (-0.16144, -0.00228, 2.68581)  0.452
H (-0.08305, 3.31353, 3.07074)  0.325
H (2.06472, 3.47696, 1.39590)  0.370
H (1.05734, -1.34873, 0.95505)  0.450
H (3.21186, 2.02263, -0.37269)  0.304
H (3.42290, 0.17132, -1.43578)  0.371
H (2.29305, -1.02173, -1.54706)  0.178
H (3.71814, -1.19227, -0.47384)  0.338

Values from the calculation:
Charge = +1

---

<ii>
Below is a cluster of 2 separate species, C9H16N3O in total, with properties calculated with the ωB97M-V functional and the def2-TZVPD basis.

Each line ends with the Mulliken charge.
Element x y z (Å)
C (2.36779, -1.66969, -0.65355)  -0.783
C (2.23135, 0.88126, -0.95426)  0.618
N (1.73406, -0.32643, -1.16561)  -0.232
N (3.54386, 1.14339, -1.14052)  -0.418
N (1.46269, 1.89278, -0.51543)  -0.248
H (0.73794, -0.36768, -0.85720)  0.182
H (4.02166, 0.48682, -1.74556)  0.264
H (4.19297, 1.60313, -0.52129)  0.230
H (0.52944, 1.58075, -0.30201)  -0.003
H (1.55035, 2.90465, -0.69819)  0.272
H (2.85109, -2.13019, -1.50529)  0.308
H (1.47664, -2.16978, -0.25790)  0.326
H (3.15320, -1.52349, 0.13903)  0.307
C (-2.06059, 1.05387, 2.82806)  -1.250
C (-1.59964, 0.99102, 0.36400)  -0.158
C (-1.82301, 0.24705, 1.52001)  0.424
C (-1.49132, 0.39428, -0.93445)  -1.318
C (-1.79490, -0.96714, -0.95993)  0.705
C (-1.76602, -1.14053, 1.44549)  -0.629
C (-1.85584, -1.76858, 0.19757)  -0.347
O (-1.98077, -1.71869, -2.10573)  -0.525
H (-1.36438, 2.04691, 0.52179)  0.669
H (-1.34479, 0.95092, -1.85257)  0.410
H (-2.91089, 1.67878, 2.62618)  0.353
H (-1.13622, 1.66730, 2.84761)  0.317
H (-1.83838, -1.60220, 2.40892)  0.391
H (-2.86484, -1.58181, -2.46314)  0.342
H (-1.93314, -2.86239, 0.10489)  0.431
H (-2.08833, 0.30569, 3.62908)  0.359

Values from the calculation:
Charge = +1

---

In order of decreasing stability: <i>, <ii>.

---

<i>
Below is the molecule C3H3Cl2NS, with properties calculated with the ωB97M-V functional and the def2-TZVPD basis.

Each line ends with the Mulliken charge.
Element x y z (Å)
C (-0.53381, -0.24339, 0.52004)  0.218
C (-1.41143, -0.05664, -0.55406)  -0.381
C (1.60511, 0.78109, 0.04183)  -0.028
N (0.48085, 0.72423, 0.52265)  -0.298
S (-3.08811, -0.05537, -0.55434)  -0.147
Cl (0.12035, -1.96040, 0.49976)  -0.159
Cl (2.43702, -0.61336, -0.68090)  -0.159
H (-0.93817, -0.03807, 1.64006)  0.276
H (-0.86271, -0.20130, -1.45009)  0.282
H (2.19091, 1.66321, 0.01505)  0.397

Values from the calculation:
SMILES string = S=C[C@@H](Cl)/N=C\Cl

---

<ii>
Below is the molecule C3H3Cl2NS, with properties calculated with the ωB97M-V functional and the def2-TZVPD basis.

Each line ends with the Mulliken charge.
Element x y z (Å)
C (-0.22222, -0.41173, -0.81479)  -0.766
C (-1.48027, -0.21971, -0.47288)  -0.082
C (0.91817, 0.00035, 0.20875)  0.666
N (0.36372, 0.15325, 1.38769)  -0.547
S (-2.03392, 0.18439, 1.07056)  0.006
Cl (1.78949, 1.46336, -0.47730)  -0.177
Cl (2.29927, -1.35967, 0.40616)  -0.211
H (0.12318, -0.50607, -1.75281)  0.430
H (-2.25816, -0.45766, -1.18687)  0.345
H (0.50075, 1.15347, 1.63147)  0.336

---

In order of decreasing stability: <i>, <ii>.